(1)
Below is a cluster of 2 separate species, HN3O3 in total, with properties calculated with wB97M-V/def2-TZVPD.

Last column: Mulliken charge in e.
Element x y z (Å)
N: -0.093 1.997 0.495  0.235
N: -0.188 0.735 0.528  -0.237
N: -0.218 0.244 1.909  1.219
O: -0.447 1.068 2.714  -0.572
O: -0.262 2.554 -0.551  -0.343
O: -0.133 -0.920 1.988  -0.598
H: 0.195 -0.323 -0.461  0.297

Values from the calculation:
energy relative to the best compared isomer or geometry (same formula, charge and spin): 2.684 eV
DFT total energy: -390.22690 a.u.
HOMO energy (spin up / spin down): -8.039 / -11.836 eV
largest force on an atom: 4.55 eV/A
multiplicity: 3


(2)
Below is a structure of composition HN3O3S, with properties calculated with wB97M-V/def2-TZVPD.

Last column: Mulliken charge in e.
Element x y z (Å)
N: -1.435 -0.042 -0.762  0.255
N: 0.667 0.794 -0.297  -0.399
N: 0.598 -0.204 1.218  1.019
O: 1.491 -0.005 1.913  -0.508
O: -2.495 -0.445 -1.168  -0.402
O: -0.404 -0.794 1.328  -0.435
S: -0.022 -0.087 -1.614  0.159
H: 1.601 0.783 -0.619  0.310

Values from the calculation:
energy relative to the best compared isomer or geometry (same formula, charge and spin): 1.167 eV
DFT total energy: -788.51303 a.u.
HOMO energy: -9.231 eV
largest force on an atom: 3.96 eV/A
multiplicity: 1


(3)
Below is a cluster of 2 separate species, HN3O5 in total, with properties calculated with wB97M-V/def2-TZVPD.

Last column: Mulliken charge in e.
Element x y z (Å)
N: -0.285 -0.048 -0.546  -0.471
N: -0.512 -1.304 0.085  1.305
N: -0.728 1.142 -0.094  1.180
O: -1.177 -1.296 1.065  -0.521
O: 0.012 -2.193 -0.489  -0.508
O: -1.939 1.104 -0.282  -0.478
O: -0.040 2.015 0.282  -0.481
O: 2.074 0.242 0.391  -0.357
H: 2.594 0.339 -0.412  0.331

Values from the calculation:
energy relative to the best compared isomer or geometry (same formula, charge and spin): 4.560 eV
DFT total energy: -540.59124 a.u.
HOMO energy (spin up / spin down): -11.015 / -10.946 eV
largest force on an atom: 5.26 eV/A
multiplicity: 1


(4)
Below is a cluster of 2 separate species, HN3OS in total, with properties calculated with wB97M-V/def2-TZVPD.

Last column: Mulliken charge in e.
Element x y z (Å)
N: -0.600 0.806 -0.027  0.807
N: 0.466 1.149 -0.175  -0.437
N: -1.533 0.063 0.124  -0.647
O: 1.730 -1.915 -0.089  -0.330
S: 2.475 -0.578 -0.207  0.322
H: -2.538 0.475 0.373  0.285

Values from the calculation:
energy relative to the best compared isomer or geometry (same formula, charge and spin): 1.090 eV
DFT total energy: -638.13083 a.u.
HOMO energy (spin up / spin down): -8.705 / -8.632 eV
largest force on an atom: 4.76 eV/A
multiplicity: 1


Q: What is the energy relative to the best compared isomer or geometry (same formula, charge and spin) in the second record?
A: 1.167 eV